Arrangement A

# C8H14N2O

A cluster of 2 separate species, C8H14N2O in total (wB97M-V/def2-TZVPD, the OMol25 dataset).

Calculated values
- 2S+1 = 1
- net charge = 0
- SMILES = [H]/N=C(/C)NC.C#C/C=C\OC
- LUMO energy (eV) = 0.7
- HOMO energy (eV) = -8.4

Geometry as XYZ:
```
25
C8H14N2O, DFT wB97M-V/def2-TZVPD
C -0.127 1.998 2.427
C 1.346 0.259 1.913
C 2.211 -0.425 1.161
C 2.619 -0.024 -0.149
C 2.982 0.290 -1.255
C -0.911 -0.670 0.570
C -1.935 -0.652 -1.723
C -1.460 -2.075 -1.884
H 0.389 2.266 3.355
H -0.912 1.354 2.591
H -0.507 2.917 1.965
H 1.052 -0.090 2.912
H 2.625 -1.348 1.570
H 3.296 0.578 -2.232
H -1.435 -1.562 0.954
H -0.858 0.035 1.381
H 0.093 -0.977 0.266
H -1.943 0.897 -0.392
H -1.894 -2.723 -1.118
H -1.765 -2.420 -2.880
H -0.369 -2.135 -1.796
H -2.838 0.859 -2.445
N -1.632 -0.053 -0.522
N -2.574 -0.105 -2.690
O 0.770 1.406 1.498
```

***

Arrangement B

# C8H14N2O

The molecule C8H14N2O (wB97M-V/def2-TZVPD, the OMol25 dataset).

Calculated values
- 2S+1 = 1
- net charge = 0
- SMILES = COc1cncn1C(C)(C)C
- LUMO energy (eV) = 0.8
- HOMO energy (eV) = -8.1

Geometry as XYZ:
```
25
C8H14N2O, DFT wB97M-V/def2-TZVPD
C -2.330 -1.101 -0.122
C -0.396 -2.078 0.004
C -1.361 -0.101 -0.089
C 2.333 -1.190 -0.272
C 1.374 0.490 1.323
C 1.214 0.923 -1.060
C -2.690 1.739 -0.133
C 1.252 -0.178 0.006
N -1.687 -2.291 0.070
N -0.052 -0.782 -0.145
O -1.394 1.247 -0.289
H -3.309 -0.974 0.241
H 0.306 -2.844 0.277
H 2.274 -1.564 -1.350
H 3.248 -0.531 -0.278
H 2.676 -1.915 0.490
H 0.614 1.213 1.512
H 1.197 -0.346 2.052
H 2.337 0.940 1.658
H 0.535 1.617 -0.576
H 2.202 1.244 -1.161
H 0.712 0.581 -1.932
H -2.685 2.920 -0.346
H -3.032 1.673 0.931
H -3.337 1.307 -0.813
```

***

Arrangement C

# C8H14N2O

The molecule C8H14N2O (wB97M-V/def2-TZVPD, the OMol25 dataset).

Calculated values
- 2S+1 = 1
- net charge = 0
- LUMO energy (eV) = 0.8
- HOMO energy (eV) = -7.5

Geometry as XYZ:
```
25
C8H14N2O, DFT wB97M-V/def2-TZVPD
C -0.516 -0.730 0.947
C -0.911 -0.322 -1.362
C 2.138 -0.550 0.565
C -1.477 -0.050 -0.002
C 0.784 -1.218 0.099
C 0.604 -0.549 -1.247
C 1.353 0.763 -1.049
C -1.743 1.448 0.355
N 2.242 0.753 -0.048
N 3.016 1.667 0.316
O -3.079 1.859 0.190
H -0.169 -0.114 1.718
H -1.045 -1.496 1.459
H -1.411 -1.336 -1.818
H -1.260 0.398 -2.026
H 2.151 -0.569 1.640
H 2.972 -1.147 0.156
H -2.510 -0.426 0.111
H 0.900 -2.302 -0.014
H 1.131 -1.098 -1.958
H 1.530 1.446 -1.867
H -1.523 1.583 1.370
H 3.493 1.521 1.209
H -1.008 2.026 -0.187
H -3.429 2.092 -0.700
```

***

Which of them is most stable, and which least? Most stable: arrangement B; least stable: arrangement A.

***

Arrangement A

# C5H10NO3

A cluster of 2 separate species, C5H10NO3 in total (wB97M-V/def2-TZVPD, the OMol25 dataset).

Calculated values
- 2S+1 = 1
- net charge = -1
- LUMO energy (eV) = 3.8
- HOMO energy (eV) = -4.6

Geometry as XYZ:
```
19
C5H10NO3, DFT wB97M-V/def2-TZVPD
C 0.148 1.245 0.442
C 0.483 2.415 -0.412
C 1.077 0.797 1.540
O 2.103 1.416 1.791
N 0.774 -0.322 2.287
H -0.869 1.302 0.825
H 0.159 0.346 -0.207
H 1.231 2.076 -1.128
H 1.533 -0.807 2.728
H 0.014 -0.950 1.993
H 0.822 3.331 0.064
H -0.366 2.776 -0.989
C -0.979 -1.981 -1.882
C -1.105 -1.911 -0.371
O -2.205 -2.056 0.184
O -0.001 -1.728 0.233
H 0.018 -1.812 -2.273
H -1.447 -1.212 -2.515
H -1.391 -2.925 -2.308
```

***

Arrangement B

# C5H10NO3

A cluster of 2 separate species, C5H10NO3 in total (wB97M-V/def2-TZVPD, the OMol25 dataset).

Calculated values
- 2S+1 = 1
- net charge = -1
- LUMO energy (eV) = 3.8
- HOMO energy (eV) = -4.5

Geometry as XYZ:
```
19
C5H10NO3, DFT wB97M-V/def2-TZVPD
C -0.632 2.119 -0.848
C 0.739 1.790 -1.469
O 1.464 2.791 -1.646
O 1.018 0.610 -1.828
H -0.506 2.403 0.203
H -1.338 1.293 -0.852
H -1.034 2.981 -1.383
C 0.602 -0.994 0.682
C 0.641 -1.032 2.213
C -0.734 -1.434 0.113
O -1.426 -2.198 0.796
N -1.080 -1.127 -1.160
H 1.005 -0.023 0.413
H 1.350 -1.689 0.296
H 1.679 -0.823 2.485
H -1.731 -1.752 -1.603
H -0.387 -0.585 -1.704
H 0.377 -2.014 2.596
H -0.005 -0.313 2.698
```

***

Which of them is most stable, and which least? Most stable: arrangement B; least stable: arrangement A.

***

Arrangement A

# CH6S2

A cluster of 2 separate species, CH6S2 in total (wB97M-V/def2-TZVPD, the OMol25 dataset).

Calculated values
- 2S+1 = 1
- net charge = 0
- SMILES = SS.C
- LUMO energy (eV) = 0.5
- HOMO energy (eV) = -9.6

Geometry as XYZ:
```
9
CH6S2, DFT wB97M-V/def2-TZVPD
C 0.925 -2.231 3.184
H 1.513 -2.328 2.299
H -0.119 -2.435 2.766
H 1.053 -3.043 4.052
H 1.037 -1.315 3.670
S 0.128 0.208 -1.736
S -0.567 1.108 -0.088
H -0.823 -0.725 -1.978
H -1.191 2.179 -0.719
```

***

Arrangement B

# CH6S2

A cluster of 2 separate species, CH6S2 in total (wB97M-V/def2-TZVPD, the OMol25 dataset).

Calculated values
- 2S+1 = 1
- net charge = 0
- SMILES = SS.C
- LUMO energy (eV) = 0.3
- HOMO energy (eV) = -9.2

Geometry as XYZ:
```
9
CH6S2, DFT wB97M-V/def2-TZVPD
C -1.437 -0.744 1.428
H -1.484 -0.083 2.284
H -2.294 -0.510 0.793
H -0.541 -0.685 0.819
H -1.535 -1.797 1.706
S 1.254 1.800 -1.344
S 1.951 0.327 -2.612
H 2.433 2.433 -1.224
H 1.651 -0.741 -1.850
```

***

Which of them is most stable, and which least? Most stable: arrangement B; least stable: arrangement A.

***

Arrangement A

# C4H13N2Si

A cluster of 2 separate species, C4H13N2Si in total (wB97M-V/def2-TZVPD, the OMol25 dataset).

Calculated values
- 2S+1 = 1
- net charge = +1
- LUMO energy (eV) = -4.4
- HOMO energy (eV) = -13.3

Geometry as XYZ:
```
20
C4H13N2Si, DFT wB97M-V/def2-TZVPD
C 2.700 -0.718 -0.160
C -1.476 -1.081 1.482
C -0.908 -0.403 -1.769
C -1.470 1.953 0.113
N 1.511 -1.024 0.030
N 3.142 0.487 0.181
Si -1.174 0.098 0.089
H 3.584 -1.301 -0.649
H -2.456 -0.768 1.870
H -1.477 -2.030 1.043
H -0.613 -0.989 2.204
H -1.298 -1.415 -1.903
H -1.307 0.214 -2.487
H 0.184 -0.446 -1.901
H -2.536 2.202 -0.268
H -1.274 2.493 1.088
H -0.710 2.349 -0.556
H 1.048 -1.887 -0.316
H 4.009 0.835 -0.114
H 2.508 1.188 0.600
```

***

Arrangement B

# C4H13N2Si

A cluster of 2 separate species, C4H13N2Si in total (wB97M-V/def2-TZVPD, the OMol25 dataset).

Calculated values
- 2S+1 = 1
- net charge = +1
- LUMO energy (eV) = -5.6
- HOMO energy (eV) = -14.6

Geometry as XYZ:
```
20
C4H13N2Si, DFT wB97M-V/def2-TZVPD
C 1.416 -1.532 1.038
C -0.099 1.641 1.259
C -2.223 -0.177 -0.430
C 0.202 0.695 -1.874
N 0.320 -1.031 0.721
N 2.504 -1.607 0.313
Si -0.444 0.419 -0.119
H 1.399 -2.186 1.973
H -0.836 2.483 1.215
H -0.200 1.130 2.168
H 0.955 2.101 1.228
H -2.154 -1.176 -0.917
H -2.843 -0.181 0.497
H -2.820 0.389 -1.071
H 1.064 -0.075 -2.122
H -0.651 0.686 -2.531
H 0.664 1.656 -1.998
H -0.769 -1.172 1.978
H 3.325 -1.851 0.801
H 2.639 -1.340 -0.624
```

***

Which of them is most stable, and which least? Most stable: arrangement A; least stable: arrangement B.

***

Arrangement A

# C6H5N3O

The molecule C6H5N3O (wB97M-V/def2-TZVPD, the OMol25 dataset).

Calculated values
- 2S+1 = 1
- net charge = 0
- SMILES = On1nnc2ccccc21
- LUMO energy (eV) = 0.5
- HOMO energy (eV) = -9.2

Geometry as XYZ:
```
15
C6H5N3O, DFT wB97M-V/def2-TZVPD
C 0.291 0.904 0.165
C 1.681 1.190 -0.010
C 2.506 0.133 -0.214
C 2.059 -1.203 -0.038
C 0.766 -1.487 0.171
C -0.115 -0.435 0.150
H -2.774 -1.349 0.716
H 1.961 2.188 0.044
H 3.604 0.387 -0.347
H 2.790 -1.946 -0.013
H 0.522 -2.574 0.431
N -1.499 -0.270 -0.081
N -1.806 1.054 -0.048
N -0.801 1.773 0.090
O -2.561 -1.151 -0.236
```

***

Arrangement B

# C6H5N3O

The molecule C6H5N3O (wB97M-V/def2-TZVPD, the OMol25 dataset).

Calculated values
- 2S+1 = 1
- net charge = 0
- SMILES = O=c1ccc2n[nH][nH]c-2c1
- LUMO energy (eV) = -0.7
- HOMO energy (eV) = -8.0

Geometry as XYZ:
```
15
C6H5N3O, DFT wB97M-V/def2-TZVPD
C -1.991 -0.302 0.046
C -1.606 1.144 -0.089
C -0.345 1.657 -0.078
C 0.633 0.643 -0.018
C 0.323 -0.681 -0.048
C -0.974 -1.192 -0.346
H -2.514 1.986 0.040
H 0.105 2.735 -0.199
H 3.450 -0.259 -0.149
H 1.647 -2.051 0.564
H -1.461 -2.193 -0.733
N 1.861 0.893 0.269
N 2.386 -0.359 0.313
N 1.585 -1.307 -0.060
O -3.101 -0.713 0.488
```

***

Which of them is most stable, and which least? Most stable: arrangement A; least stable: arrangement B.

***

Arrangement A

# C5H5NO2

A cluster of 2 separate species, C5H5NO2 in total (wB97M-V/def2-TZVPD, the OMol25 dataset).

Calculated values
- 2S+1 = 1
- net charge = 0
- LUMO energy (eV) = 0.5
- HOMO energy (eV) = -7.7

Geometry as XYZ:
```
13
C5H5NO2, DFT wB97M-V/def2-TZVPD
C -0.164 -2.713 1.510
C 1.845 1.181 -0.142
C 1.249 -0.035 0.011
C -2.578 1.417 -1.795
C 0.168 -0.390 1.072
N -0.134 -1.572 1.194
O -2.015 0.707 -2.490
O -3.145 2.128 -1.100
H -0.803 -3.526 1.071
H 2.656 1.362 -0.942
H 1.564 2.039 0.439
H 1.293 -0.844 -0.753
H 0.064 0.246 1.926
```

***

Arrangement B

# C5H5NO2

The molecule C5H5NO2 (wB97M-V/def2-TZVPD, the OMol25 dataset).

Calculated values
- 2S+1 = 1
- net charge = 0
- SMILES = C=C1C=CC(=O)N1O
- LUMO energy (eV) = -0.2
- HOMO energy (eV) = -8.9

Geometry as XYZ:
```
13
C5H5NO2, DFT wB97M-V/def2-TZVPD
C -0.788 -0.013 -0.048
C -2.016 -0.528 -0.015
C -0.342 1.385 -0.068
C 0.983 1.439 -0.019
C 1.553 0.061 -0.071
H 1.429 -2.232 0.372
H -2.913 0.111 0.151
H -2.146 -1.602 -0.032
H -0.983 2.267 -0.043
H 1.627 2.286 -0.011
N 0.424 -0.728 -0.124
O 0.472 -2.091 -0.081
O 2.700 -0.356 -0.011
```

***

Arrangement C

# C5H5NO2

A structure of composition C5H5NO2 (wB97M-V/def2-TZVPD, the OMol25 dataset).

Calculated values
- 2S+1 = 1
- net charge = 0
- LUMO energy (eV) = -0.1
- HOMO energy (eV) = -10.5

Geometry as XYZ:
```
13
C5H5NO2, DFT wB97M-V/def2-TZVPD
C 0.525 -0.054 1.409
C 0.241 1.198 0.559
C -0.701 0.484 -0.464
C -0.677 0.756 -1.816
C -0.402 -0.734 0.452
H 1.874 -1.413 1.445
H 0.331 -0.003 2.450
H -0.244 2.232 0.675
H 1.295 1.244 0.024
H -1.589 0.709 0.031
N -0.647 0.793 -2.978
O 1.890 -0.361 1.368
O -0.771 -1.916 0.554
```

***

Which of them is most stable, and which least? Most stable: arrangement B; least stable: arrangement C.

***

Arrangement A

# C4H15NO3

A cluster of 4 separate species, C4H15NO3 in total (wB97M-V/def2-TZVPD, the OMol25 dataset).

Calculated values
- 2S+1 = 2
- net charge = -1
- LUMO energy (spin up / spin down) (eV) = 2.8 / 2.8
- HOMO energy (spin up / spin down) (eV) = 0.7 / -4.8

Geometry as XYZ:
```
23
C4H15NO3, DFT wB97M-V/def2-TZVPD
C 0.203 1.026 -1.520
C -1.107 0.381 -2.207
C -1.016 -1.125 -2.215
C -1.502 -1.781 -3.321
N -0.353 -1.791 -1.152
H 1.103 0.421 -1.488
H 0.460 2.031 -1.960
H -0.023 1.226 -0.511
H -2.120 0.717 -1.679
H -1.214 0.854 -3.306
H -1.703 -1.481 -4.320
H -1.682 -2.908 -3.220
H -0.157 -1.284 -0.316
H -0.458 -2.876 -1.053
H 0.354 -0.112 1.795
H -0.741 -1.026 2.096
O 0.139 -1.062 1.693
H 5.632 -0.924 3.743
H 6.341 0.413 3.987
O 5.375 0.037 3.896
H -2.230 2.365 3.822
H -2.812 3.799 3.952
O -2.490 3.100 3.286
```

***

Arrangement B

# C4H15NO3

A cluster of 4 separate species, C4H15NO3 in total (wB97M-V/def2-TZVPD, the OMol25 dataset).

Calculated values
- 2S+1 = 2
- net charge = -1
- LUMO energy (spin up / spin down) (eV) = 3.1 / 3.1
- HOMO energy (spin up / spin down) (eV) = 0.8 / -7.0

Geometry as XYZ:
```
23
C4H15NO3, DFT wB97M-V/def2-TZVPD
C 1.495 0.042 -1.751
C 0.148 0.703 -1.385
C -0.968 -0.120 -0.766
C -3.114 0.789 -1.170
N -2.107 0.742 -0.409
H 1.975 0.708 -2.533
H 1.999 -0.165 -0.811
H 1.297 -0.821 -2.369
H -0.231 1.261 -2.266
H 0.361 1.456 -0.613
H -0.728 -0.540 0.227
H -1.228 -0.998 -1.368
H -3.242 0.351 -2.177
H -3.933 1.389 -0.819
H -2.681 2.442 2.255
H -1.471 1.429 1.477
O -2.010 1.777 2.205
H 1.586 -3.288 2.040
H 2.405 -2.420 1.254
O 1.522 -2.839 1.181
H 3.613 -0.499 3.049
H 2.355 -0.363 2.185
O 2.956 -1.038 2.565
```

***

Arrangement C

# C4H15NO3

A structure of composition C4H15NO3 (wB97M-V/def2-TZVPD, the OMol25 dataset).

Calculated values
- 2S+1 = 2
- net charge = -1
- LUMO energy (spin up / spin down) (eV) = 3.8 / 3.7
- HOMO energy (spin up / spin down) (eV) = -2.3 / -4.5

Geometry as XYZ:
```
23
C4H15NO3, DFT wB97M-V/def2-TZVPD
C -1.601 -0.681 -0.100
C -0.147 -1.100 -0.479
C 0.746 -0.003 -1.226
C 2.248 -1.128 -1.334
N 2.157 0.056 -0.697
H -1.623 0.309 -0.465
H -2.315 -1.237 -0.783
H -1.764 -0.757 0.951
H -0.253 -2.037 -1.092
H 0.518 -1.516 0.310
H 0.312 0.856 -0.845
H 0.630 0.061 -2.313
H 2.602 -0.925 -2.376
H 2.493 -2.040 -0.742
H 1.981 0.914 2.329
H 2.001 0.143 0.366
O 1.525 0.211 1.934
H -1.163 0.879 2.586
H 0.279 0.577 1.945
O -0.697 1.118 1.737
H -2.103 1.710 0.543
H -2.934 2.808 -0.183
O -2.889 1.779 -0.064
```

***

Which of them is most stable, and which least? Most stable: arrangement B; least stable: arrangement C.

***

Arrangement A

# C6H10N2S

A cluster of 2 separate species, C6H10N2S in total (wB97M-V/def2-TZVPD, the OMol25 dataset).

Calculated values
- 2S+1 = 1
- net charge = 0
- LUMO energy (spin up / spin down) (eV) = -0.6 / -0.5
- HOMO energy (spin up / spin down) (eV) = -8.8 / -7.3

Geometry as XYZ:
```
19
C6H10N2S, DFT wB97M-V/def2-TZVPD
C -2.086 -0.778 -0.155
C -3.127 0.157 -0.201
C -0.916 -0.006 -0.420
C 0.764 -1.744 -0.913
C 1.517 2.070 0.511
C 0.454 -0.344 -0.473
N -2.654 1.337 -0.491
N -1.410 1.276 -0.643
S 1.687 0.779 -0.775
H -2.160 -1.687 0.348
H -4.248 0.024 -0.165
H 0.442 -2.632 -0.292
H 0.322 -2.029 -1.776
H 1.900 -1.816 -0.944
H 1.068 1.483 1.324
H 0.859 2.841 0.295
H 2.552 2.439 0.866
H 0.408 -0.399 1.729
H -0.998 2.044 -1.041
```

***

Arrangement B

# C6H10N2S

The molecule C6H10N2S (wB97M-V/def2-TZVPD, the OMol25 dataset).

Calculated values
- 2S+1 = 1
- net charge = 0
- LUMO energy (spin up / spin down) (eV) = -0.2 / -0.2
- HOMO energy (spin up / spin down) (eV) = -7.6 / -7.2

Geometry as XYZ:
```
19
C6H10N2S, DFT wB97M-V/def2-TZVPD
C 1.936 0.685 0.124
C 0.849 1.230 0.891
C -0.426 1.402 0.159
C -1.171 0.185 -0.168
C -0.538 -0.850 -1.043
C 0.836 -1.189 -0.705
N 1.997 -2.534 0.776
N 1.009 -2.265 0.037
S 3.448 0.907 -0.215
H 0.741 0.527 1.672
H 1.198 2.177 1.396
H -1.202 2.059 0.636
H -0.102 1.962 -0.792
H -1.607 -0.262 0.728
H -2.132 0.485 -0.688
H -1.300 -1.620 -1.119
H -0.446 -0.512 -2.173
H 1.607 -0.657 -1.233
H 1.909 -3.506 1.074
```

***

Which of them is most stable, and which least? Most stable: arrangement A; least stable: arrangement B.

***

Arrangement A

# C5H4N2O2

The molecule C5H4N2O2 (wB97M-V/def2-TZVPD, the OMol25 dataset).

Calculated values
- 2S+1 = 1
- net charge = 0
- LUMO energy (eV) = -0.2
- HOMO energy (eV) = -9.5

Geometry as XYZ:
```
13
C5H4N2O2, DFT wB97M-V/def2-TZVPD
C -0.671 1.054 0.372
C 0.332 -0.783 -0.098
C 0.420 1.690 1.043
C -1.621 0.998 -0.408
C -0.354 -1.792 -0.791
N 1.364 -0.402 0.412
N 1.538 0.719 1.047
O -2.537 0.677 -1.084
O 0.652 2.735 1.606
H 0.230 -2.744 -0.842
H -1.366 -1.724 -0.566
H -0.381 -1.543 -1.977
H 2.392 1.115 1.286
```

***

Arrangement B

# C5H4N2O2

The molecule C5H4N2O2 (wB97M-V/def2-TZVPD, the OMol25 dataset).

Calculated values
- 2S+1 = 1
- net charge = 0
- SMILES = CC(=O)OC(C#N)C#N
- LUMO energy (eV) = 0.1
- HOMO energy (eV) = -11.5

Geometry as XYZ:
```
13
C5H4N2O2, DFT wB97M-V/def2-TZVPD
C 2.136 -1.085 0.083
C 2.009 1.254 0.152
C -1.044 0.210 -0.374
C -2.289 -0.275 0.385
C 1.333 0.080 -0.236
N 2.889 -1.953 0.208
N 2.608 2.180 0.472
O -0.952 0.572 -1.507
O -0.002 -0.107 0.389
H -1.946 -0.706 1.340
H -3.032 -0.975 -0.105
H -2.787 0.747 0.498
H 1.077 0.058 -1.305
```

***

Which of them is most stable, and which least? Most stable: arrangement B; least stable: arrangement A.